A gas-phase ion, C12H16NO3 (charge -1). Source: OMol25; level of theory: wB97M-V/def2-TZVPD.

frontier orbital gap: 0.2293 Ha
E_HOMO: -0.1308 Ha

Structure (ORCA input):
```
! RIJCOSX wB97M-V def2-TZVPD def2/J DEFGRID3
* xyz -1 1
C 2.54873 0.64262 1.96351
C 1.62702 0.03361 0.76065
C 2.13480 0.61581 -0.64544
N 1.58929 1.99868 -0.94056
C 0.15720 1.90554 -1.40441
C -0.33084 3.16038 -2.26699
O -0.53317 4.33584 -1.77749
O -0.60458 3.00114 -3.63139
O 1.70457 -1.40469 0.89994
C 0.84067 -2.09880 -0.02286
C -0.72819 -1.79644 0.19054
C -1.29682 -2.04752 1.60588
C -2.79041 -1.71976 1.84947
C -3.60751 -1.15045 0.66888
C -3.03567 -0.91984 -0.77276
C -1.53073 -1.24779 -1.02095
H 1.81786 0.89741 2.82415
H 3.17526 1.53477 1.63298
H 3.18619 -0.22936 2.37936
H 0.57986 0.47368 0.94337
H 3.28583 0.74153 -0.68840
H 1.86075 -0.01694 -1.55741
H 1.55311 2.50775 -0.04540
H 0.01209 0.97515 -2.05667
H -0.57608 1.82116 -0.51094
H 0.96697 -3.22644 0.20897
H 1.13815 -1.98756 -1.12841
H -0.60157 -2.44564 2.43316
H -3.19739 -1.88051 2.89964
H -4.70098 -0.87689 0.84698
H -3.65604 -0.49337 -1.62623
H -0.98837 -1.10306 -2.01114
*
```